# C10H16

2 unconnected molecules or ions with the total composition C10H16 (ωB97M-V with the def2-TZVPD basis set, OMol25).

XYZ file:
```
26
Properties=species:S:1:pos:R:3:mulliken_spin:R:1
C 0.498 3.331 1.003 0.06
C -0.491 1.198 -2.048 0.42
C -1.398 0.347 -1.329 -0.18
C 0.292 2.029 -1.235 -0.05
C 0.194 2.083 0.131 0.05
C -1.293 0.191 0.045 0.06
C -0.441 0.992 0.836 0.54
H -0.504 1.367 -3.122 0.02
H -2.021 -0.378 -1.864 0.00
H 0.833 2.849 -1.719 -0.01
H -2.017 -0.388 0.613 0.01
H -0.036 3.186 1.943 -0.02
H 0.003 4.181 0.514 0.01
H -0.270 0.849 1.904 0.04
H 1.588 3.407 1.064 0.01
C 0.499 -2.448 -0.283 0.00
C 1.478 -1.538 0.375 0.05
C -0.621 -2.865 0.683 -0.01
H 0.005 -2.123 -1.201 0.01
H 0.941 -3.433 -0.574 0.00
H 1.016 -0.635 0.815 0.00
H -0.133 -3.345 1.540 0.00
H -1.128 -2.048 1.197 0.00
H 2.060 -1.046 -0.432 -0.02
H 2.107 -2.133 1.031 0.00
H -1.160 -3.631 0.116 0.00
```

* multiplicity: 2
* charge: -1
* Kohn-Sham gap (alpha / beta): 3.288 / 7.164 eV
* LUMO (alpha / beta): 4.0 / 4.0 eV
* ΔE to the lowest compared entry with this formula, charge and spin: 1.2251 eV
* M: 136.24 g mol⁻¹